Record 1
{
  "formula": "C4H6O2",
  "method": "ωB97M-V/def2-TZVPD",
  "species": ["O", "C", "C", "C", "C", "O", "H", "H", "H", "H", "H", "H"],
  "positions_angstrom": [[-2.65598, -0.75854, -0.50541], [-1.85050, -0.88105, 0.38614], [-0.38308, -0.74671, 0.23463], [0.24535, -0.11655, -0.78558], [1.49805, 0.64410, -0.34979], [1.05776, 1.10301, 0.92342], [-2.18196, -0.98674, 1.44868], [0.18825, -0.98345, 1.13220], [0.12880, 1.21094, 0.56894], [-0.17047, -0.05630, -1.78706], [1.71958, 1.54518, -0.93844], [2.40420, 0.02612, -0.32774]],
  "e_above_lowest_kcal_mol": 66.6,
  "total_energy_ha": -306.40013,
  "smiles": "O=C/C=C/CO",
  "homo_ev": -9.753,
  "e_lumo_ev": -0.38
}

---

Record 2
{
  "formula": "C4H6O2",
  "method": "ωB97M-V/def2-TZVPD",
  "species": ["C", "C", "O", "C", "C", "O", "H", "H", "H", "H", "H", "H"],
  "positions_angstrom": [[1.60279, 0.36889, -0.62511], [0.33882, 0.69437, 0.13144], [-0.07735, 1.82391, 0.27388], [-0.46075, -0.48313, 0.68201], [-1.84649, -0.48825, 0.05845], [-2.36043, -1.46712, -0.42187], [1.35184, -0.23971, -1.50160], [2.28126, -0.22753, -0.00558], [2.09518, 1.28863, -0.94301], [0.01547, -1.45425, 0.52095], [-0.58731, -0.31384, 1.76042], [-2.35304, 0.49806, 0.07001]],
  "e_above_lowest_kcal_mol": 17.2,
  "total_energy_ha": -306.47888,
  "smiles": "CC(=O)CC=O",
  "homo_ev": -9.884,
  "e_lumo_ev": 0.71
}

---

- Which formula does entry 1 have?
  C4H6O2